Below is a cluster of 6 separate species, H12O6 in total, with properties calculated with ωB97M-V/def2-TZVPD.

Properties
ΔE to the lowest compared entry with this formula, charge and spin: 26.5 kcal per mole
SMILES: O.O.O.O.O.O
Total charge: 0

```
18
H12O6 (ωB97M-V/def2-TZVPD)
O -13.19859 16.90281 -14.84669
H -13.48546 16.12862 -14.34898
H -13.22352 16.62266 -15.76634
O -13.07693 20.75511 -14.32871
H -13.83241 20.18189 -14.13800
H -12.38713 20.15532 -14.62427
O -16.90256 16.21641 -13.08686
H -16.78332 17.15205 -13.31274
H -17.59175 16.21271 -12.41802
O -15.00741 18.73283 -13.40500
H -14.46855 18.01742 -13.77026
H -15.81434 18.73183 -13.93966
O -14.96989 18.90547 -10.48566
H -15.06752 19.22818 -11.39062
H -14.18015 18.36034 -10.50976
O -17.59174 18.50758 -14.49671
H -17.54868 18.47942 -15.45823
H -18.45495 18.88548 -14.30257
```

Atom charges from the natural (NBO) analysis, given in e for atoms 1 to 2: -0.955 0.483


Below is a cluster of 3 separate species, C18H30BrN5O3S in total at a distorted geometry, with properties calculated with ωB97M-V/def2-TZVPD.

Properties
ΔE to the lowest compared entry with this formula, charge and spin: 180.7 kcal per mole
SMILES: [H]/N=C\Cc1cc2nsnc2cc1CC(=O)Br.COC[C@@H](C)N.COC[C@@H](C)N
Total charge: 0

```
58
C18H30BrN5O3S (ωB97M-V/def2-TZVPD)
H 3.28123 -3.36527 2.46565
N 2.40524 -3.63573 2.94816
C 2.13740 -2.68338 3.81762
C 2.99311 -1.35417 4.07712
C 3.66762 -0.71953 2.77548
C 5.19797 -0.37954 2.88899
C 6.01564 0.22150 1.68580
N 7.42324 0.58383 1.69791
S 7.62256 1.19471 0.11146
N 6.09524 1.05379 -0.66713
C 5.22562 0.49128 0.34740
C 3.69457 0.15430 0.24674
C 2.85036 -0.43491 1.43467
C 1.27435 -0.73152 1.29080
C 0.52847 0.60883 0.74646
O 1.06989 1.74788 0.73889
Br -1.37031 0.55214 0.07827
H 1.18389 -2.83084 4.46011
H 2.28433 -0.56516 4.54881
H 3.80512 -1.55825 4.87569
H 5.74997 -0.56322 3.86848
H 3.13314 0.35011 -0.72768
H 0.76471 -0.98329 2.28734
H 1.07677 -1.62493 0.57899
C -2.74858 -5.92070 -0.19785
O -2.01802 -4.70456 -0.20544
C -2.06553 -3.99523 -1.44057
C -3.32961 -3.13162 -1.62975
C -4.57004 -3.94090 -1.99941
N -3.62110 -2.33101 -0.43466
H -2.71817 -6.42561 -1.16774
H -3.78085 -5.73771 0.10510
H -2.29833 -6.57840 0.54894
H -1.19953 -3.32462 -1.42455
H -1.91189 -4.67780 -2.28550
H -3.13404 -2.44567 -2.46182
H -4.99211 -4.47596 -1.14626
H -5.35459 -3.27892 -2.37748
H -4.34450 -4.66958 -2.78330
H -2.82549 -1.72353 -0.24720
H -3.62916 -2.96895 0.36287
C -1.19668 4.38359 -3.58720
O -0.26745 4.27385 -2.52129
C -0.25525 5.38788 -1.63206
C -1.35846 5.35316 -0.55436
C -2.73802 5.73723 -1.08341
N -1.44385 4.03725 0.08953
H -1.30505 5.41515 -3.93482
H -2.16435 3.97855 -3.28613
H -0.82945 3.77553 -4.41706
H 0.71345 5.34349 -1.12322
H -0.26681 6.33103 -2.19243
H -1.09085 6.09144 0.21012
H -3.20123 4.93898 -1.66708
H -3.41476 5.95493 -0.25188
H -2.68345 6.63227 -1.70984
H -0.54616 3.82658 0.52294
H -1.52024 3.34123 -0.65323
```

Atom charges from the natural (NBO) analysis, given in e for atoms 1 to 2: 0.333 -0.587


Below is a cluster of 5 separate species, C21H56N6O7 in total at a distorted geometry, with properties calculated with ωB97M-V/def2-TZVPD.

Properties
SMILES: COC[C@H](C)N.COC[C@H](C)N.COCCNCCOC.COCCNCCOC.NC(N)=O
Total charge: 0

```
90
C21H56N6O7 (ωB97M-V/def2-TZVPD)
C -0.50869 -26.19075 -19.80339
O 0.01008 -26.15295 -18.44476
C 0.67854 -24.87647 -18.22835
C 1.95709 -25.10095 -17.36150
C 1.63740 -25.87945 -16.00512
N 2.45374 -23.76806 -17.00331
H -0.81271 -27.18848 -20.11996
H 0.03538 -25.63096 -20.56415
H -1.41096 -25.58195 -19.74542
H 1.02141 -24.30617 -19.09166
H -0.12103 -24.28784 -17.77858
H 2.70222 -25.69986 -17.88514
H 1.02646 -26.75290 -16.23302
H 1.06544 -25.30190 -15.27889
H 2.55467 -26.29750 -15.59043
H 3.22033 -23.79436 -16.34623
H 1.70791 -23.35515 -16.46171
C 1.77264 -29.72725 -11.87256
O 0.57686 -28.99129 -11.98738
C -0.60686 -29.79881 -12.00366
C -1.65522 -28.85871 -11.52882
C -3.04485 -29.48663 -11.17216
N -1.89401 -27.84967 -12.48433
H 2.06056 -29.90542 -10.83648
H 2.59747 -29.19958 -12.35142
H 1.70753 -30.71349 -12.33212
H -0.72802 -30.15916 -13.02520
H -0.54757 -30.73157 -11.44279
H -1.18079 -28.29333 -10.72671
H -3.00514 -30.30251 -10.45046
H -3.48066 -29.93904 -12.06294
H -3.77006 -28.78346 -10.76262
H -1.93139 -28.25041 -13.41066
H -0.95846 -27.48212 -12.58317
C 5.83874 -23.42761 -14.24546
O 4.83778 -22.38349 -14.30774
C 4.72528 -21.55130 -13.20875
C 3.38158 -20.73384 -13.30520
N 3.43522 -19.65622 -14.16659
C 2.11521 -18.99567 -14.41933
C 2.31580 -17.96990 -15.50992
O 1.20492 -17.12547 -15.67140
C 1.52538 -15.89003 -16.31319
H 6.81367 -22.94322 -14.29982
H 5.85521 -24.14113 -15.06931
H 5.86795 -23.99663 -13.31624
H 5.55366 -20.85029 -13.10636
H 4.70044 -22.04266 -12.23611
H 3.05436 -20.38895 -12.32434
H 2.59346 -21.43521 -13.57914
H 3.75876 -20.04510 -15.04077
H 1.62486 -18.73483 -13.48145
H 1.49756 -19.76356 -14.88509
H 2.62061 -18.47864 -16.42446
H 3.20320 -17.45297 -15.14468
H 0.60539 -15.44190 -16.68856
H 2.27732 -15.96156 -17.09905
H 2.01102 -15.24396 -15.58185
C -6.98861 -32.69175 -17.63932
O -5.79210 -33.40887 -17.28945
C -4.78793 -32.50476 -16.70071
C -3.54995 -33.39444 -16.43166
N -2.37247 -32.59668 -16.77978
C -2.11524 -32.55980 -18.26998
C -1.06666 -31.49775 -18.67363
O 0.24577 -32.04387 -18.76246
C 0.88867 -32.15973 -17.46561
H -7.22702 -31.91632 -16.91134
H -7.84689 -33.36283 -17.67281
H -6.94491 -32.29190 -18.65239
H -5.22634 -32.16548 -15.76220
H -4.67713 -31.57422 -17.25741
H -3.54509 -34.30330 -17.03337
H -3.58359 -33.80834 -15.42386
H -1.51435 -32.80762 -16.29064
H -2.96085 -32.30545 -18.90900
H -1.64025 -33.48991 -18.58204
H -1.03362 -30.73146 -17.89915
H -1.30284 -31.00981 -19.61928
H 1.93158 -32.39684 -17.67591
H 0.35693 -32.96975 -16.96640
H 0.92258 -31.27170 -16.83445
N 8.13113 -20.73606 -16.14819
C 8.32046 -20.33745 -17.34153
N 8.72356 -19.12656 -17.29389
O 8.16131 -21.08984 -18.31032
H 7.84385 -21.69743 -16.03278
H 8.12328 -20.06910 -15.38977
H 8.72903 -18.48274 -18.07207
H 9.06966 -18.73702 -16.42868
```

Atom charges from the Löwdin analysis, given in e for atoms 1 to 2: -0.097 -0.204


Below is a cluster of 3 separate species, CH6N4S2 in total at a distorted geometry, with properties calculated with ωB97M-V/def2-TZVPD.

Properties
ΔE to the lowest compared entry with this formula, charge and spin: 116.4 kcal per mole
Total charge: 0

```
13
CH6N4S2 (ωB97M-V/def2-TZVPD)
C 0.00942 0.31383 -0.00864
H -0.17774 -1.94724 -1.01247
H -2.17239 -1.10896 -1.45330
H -1.06439 -0.66225 1.65958
H 1.50700 0.77548 -1.29761
H 2.05356 -1.46014 0.53228
H -1.13165 3.19722 1.61127
N -1.26543 -1.65215 -0.51119
N -0.84001 -0.66344 0.29227
N 0.95356 -0.06131 -1.13294
N 0.07604 1.49202 0.40012
S 1.92808 -1.49631 -1.01438
S -1.39933 1.84113 1.43152
```

Atom charges from the natural (NBO) analysis, given in e for atoms 1 to 2: 0.507 0.369


Below is a structure of composition C3H8NO2 at a distorted geometry, with properties calculated with ωB97M-V/def2-TZVPD.

Properties
ΔE to the lowest compared entry with this formula, charge and spin: 49.5 kcal per mole
Total charge: -1

```
14
C3H8NO2 (ωB97M-V/def2-TZVPD)
C 0.62239 1.98724 -1.12853
C 1.60563 1.34050 -0.50318
O 1.59546 0.88509 0.74167
H 0.71517 2.32746 -2.14379
H -0.31748 2.15992 -0.61742
H 2.54020 1.18345 -1.05800
H 0.95543 -0.06359 0.87246
N -1.51568 -1.80453 -0.21724
C -1.01786 -0.95931 0.92036
O 0.31803 -1.09901 1.12171
H -0.66673 -2.13487 -0.67837
H -1.93334 -2.64129 0.17114
H -1.29991 0.07828 0.70521
H -1.60130 -1.25934 1.81397
```

Atom charges from the natural (NBO) analysis, given in e for atoms 1 to 2: -0.612 0.210


Below is an isolated molecule of C7H10N2O at a distorted geometry, with properties calculated with ωB97M-V/def2-TZVPD.

Properties
ΔE to the lowest compared entry with this formula, charge and spin: 141.1 kcal per mole
SMILES: [O-]/[NH+]=N/[C@H]1CC=C[C@H]2C[C@@H]12
Total charge: 0

```
20
C7H10N2O (ωB97M-V/def2-TZVPD)
O -0.73535 0.92717 3.12450
N -0.11927 0.53883 2.11963
N 0.96407 0.88296 1.59434
C 1.32684 0.32747 0.36673
C 1.09916 -1.21307 0.31572
C -0.25145 -1.59196 -0.14202
C -1.04455 -0.95349 -0.98393
C -0.61164 0.29439 -1.50663
C -0.91969 1.43063 -0.58528
C 0.51697 0.99834 -0.79963
H -0.67363 -0.37002 1.60597
H 2.34856 0.42587 0.19043
H 1.50255 -1.58711 1.30473
H 1.73812 -1.74846 -0.44644
H -0.62341 -2.58422 0.20326
H -1.97342 -1.41870 -1.32544
H -0.69495 0.46324 -2.65748
H -1.66510 0.96489 0.08986
H -1.08870 2.46324 -0.97728
H 0.90490 1.75000 -1.49104
```

Atom charges from the natural (NBO) analysis, given in e for atoms 1 to 2: -0.437 0.200


Below is a cluster of 2 separate species, C21H23N3O8 in total at a distorted geometry, with properties calculated with ωB97M-V/def2-TZVPD.

Properties
ΔE to the lowest compared entry with this formula, charge and spin: 92.7 kcal per mole
SMILES: O=C(O)c1cc(O)cc(Oc2cccc([N+](=O)[O-])c2)c1.CNC(=O)[C@@H]1CCCN1C(C)=O
Total charge: 0

```
55
C21H23N3O8 (ωB97M-V/def2-TZVPD)
O 5.96027 -0.30033 -1.78756
C 6.35504 -0.08392 -0.65350
O 7.66001 0.12442 -0.36321
C 5.37560 -0.04261 0.45065
C 5.77689 -0.23246 1.78683
C 4.84360 -0.21100 2.82493
O 5.24213 -0.41468 4.11496
C 3.49815 0.02284 2.54267
C 3.07442 0.25084 1.22934
O 1.75946 0.52552 0.95606
C 1.54060 1.84974 0.67245
C 1.57722 2.80120 1.69605
C 1.38688 4.15364 1.41256
C 1.16451 4.56732 0.09754
C 1.10896 3.63750 -0.96422
N 0.89668 4.06889 -2.29839
O 0.80673 3.21045 -3.18378
O 0.81557 5.28646 -2.51714
C 1.28269 2.26848 -0.64031
C 4.01342 0.19564 0.19377
H 8.10917 0.06736 -1.22016
H 6.82517 -0.40865 2.00653
H 6.19711 -0.58185 4.14987
H 2.77691 0.03757 3.35188
H 1.75764 2.47724 2.71582
H 1.41995 4.88603 2.21404
H 1.03356 5.63028 -0.08849
H 1.23470 1.50122 -1.40786
H 3.67451 0.34975 -0.82676
C -4.65742 1.20023 -1.75183
N -3.34741 0.92388 -1.16500
C -2.96057 -0.18686 -0.53102
O -1.78891 -0.29444 -0.18572
C -3.97410 -1.30205 -0.19725
C -4.11438 -1.50783 1.31840
C -4.36203 -3.00955 1.45524
C -3.50018 -3.58582 0.33527
N -3.56260 -2.59951 -0.73193
C -3.41444 -2.83506 -2.04871
C -2.92250 -4.19765 -2.50056
O -3.67351 -1.99320 -2.90279
H -4.92818 0.39697 -2.44235
H -5.41444 1.28209 -0.97001
H -4.61769 2.13707 -2.31020
H -2.60494 1.58537 -1.33442
H -4.95378 -1.06655 -0.60823
H -3.18170 -1.25496 1.82627
H -4.93914 -0.92419 1.72864
H -5.41315 -3.23056 1.26233
H -4.05869 -3.38536 2.43294
H -3.89640 -4.55148 0.02092
H -2.46876 -3.68880 0.67581
H -2.01038 -4.44906 -1.96288
H -3.69202 -4.94167 -2.30965
H -2.71021 -4.15792 -3.56784
```

Atom charges from the natural (NBO) analysis, given in e for atoms 1 to 2: -0.584 0.766


Below is a structure of composition C19H27F4MgNSSi2, with properties calculated with ωB97M-V/def2-TZVPD.

Properties
ΔE to the lowest compared entry with this formula, charge and spin: 28.6 kcal per mole
Total charge: -2

```
55
C19H27F4MgNSSi2 (ωB97M-V/def2-TZVPD)
Mg -0.82288 -1.43381 -0.27731
F -0.85961 0.17930 -6.62645
C -1.38143 -0.34308 -5.47731
F -1.59985 -1.64580 -5.74614
F -2.58969 0.22775 -5.33792
C -0.47092 -0.12764 -4.30558
C 0.71692 0.55021 -4.49810
C 1.58308 0.77171 -3.43327
C 1.20167 0.28777 -2.19475
N 0.06664 -0.37556 -1.99640
C -0.80747 -0.60437 -3.00964
S -2.22432 -1.46121 -2.59183
H 0.96731 0.91117 -5.48641
H 2.50950 1.31458 -3.55150
H 1.80150 0.46186 -1.30869
F 1.74600 -7.26804 -0.57711
C 1.19129 -6.01080 -0.52177
C 0.77425 -5.41374 -1.69138
C 0.20444 -4.14288 -1.61389
C 0.03962 -3.43545 -0.41200
C 0.49562 -4.11544 0.72931
C 1.06525 -5.38991 0.70022
H 0.89010 -5.93842 -2.63321
H -0.13942 -3.69336 -2.54271
H 0.40464 -3.63392 1.70121
H 1.40428 -5.89408 1.59819
C -0.15708 -0.15133 3.45782
Si -1.33999 -0.10698 1.94475
C -2.35150 1.53202 1.93218
C -2.71764 -1.20814 2.80865
H -0.63917 0.35222 4.30603
H 0.80892 0.31578 3.28336
H -0.00005 -1.19694 3.74957
H -3.39127 1.37754 2.23776
H -2.33461 1.97777 0.93471
H -1.89716 2.26323 2.61358
H -3.02847 -0.80619 3.78192
H -2.36048 -2.23468 2.96528
H -3.60746 -1.26300 2.16844
C 2.64839 3.98025 1.00443
Si 0.96865 3.17562 1.48886
C -0.29484 4.47389 0.92581
C 1.02288 3.29235 3.38491
C 0.54361 1.54321 0.86514
H 2.78580 4.96901 1.46168
H 2.71950 4.09153 -0.08210
H 3.47722 3.33972 1.32320
H -0.04587 5.46981 1.30751
H -1.29781 4.20681 1.26860
H -0.32254 4.52840 -0.16684
H 1.20352 4.32208 3.71388
H 1.81991 2.66411 3.79252
H 0.08348 2.94361 3.81969
H 0.21988 1.59669 -0.17879
H 1.31768 0.77476 0.99191
```

Atom charges from the natural (NBO) analysis, given in e for atoms 1 to 2: 1.465 -0.355


no.,LUMO energy (eV)
1,0.043
2,-1.538
3,0.463
4,0.263
5,4.550
6,0.817
7,-0.768
8,4.746